Molecular formula: C14H25NNbO14
Method: DFT, wB97M-V/def2-TZVPD

Geometry as XYZ:
```
55
Properties=species:S:1:pos:R:3:nbo_charge:R:1
H -5.21836 -6.35321 0.96824 0.175
O 0.15602 0.53258 -0.75162 -0.678
H -0.29867 3.22952 -1.72267 0.221
Nb 1.11199 -0.84946 0.55029 1.777
O -5.24872 -6.69382 -2.86581 -0.589
H 2.40984 -5.27861 -2.61477 0.202
H -4.74785 -4.64668 0.80376 0.212
C -0.80749 6.23529 -0.99608 0.974
C 0.46328 -5.27257 -0.16591 0.972
O 2.01337 5.74439 4.01392 -0.564
H 3.18154 -1.32969 -1.26779 0.218
C 1.91309 -5.81269 -1.80893 -0.097
H 5.18892 -0.28410 -0.32583 0.174
H 0.51664 -7.34085 -2.53406 0.194
C 1.66010 6.65747 3.34777 0.966
H -2.70428 -5.21028 -0.36235 0.211
H -2.37176 3.93077 -0.70493 0.186
C -4.73237 -5.61959 0.32159 -0.100
C 1.33558 8.78731 2.65822 -0.098
O 1.56583 7.93979 3.78749 -0.498
H 0.03721 -5.67101 -2.90929 0.188
H -2.83889 -6.67891 0.61425 0.208
O -1.84635 -0.05317 -1.20494 -0.338
O -1.49827 5.66063 0.00934 -0.499
C -4.81316 -6.38450 -1.80417 0.969
O 0.01996 -4.84788 0.84414 -0.551
O 1.29791 6.57763 2.04519 -0.491
O -5.44145 -5.57045 -0.92429 -0.493
O -0.16180 -6.21190 -0.93300 -0.512
C -0.22068 4.05155 -1.01881 -0.104
H 0.67682 9.60694 2.93213 0.198
C 0.53006 -6.31377 -2.17795 -0.098
O 1.64073 -4.92220 -0.72818 -0.471
H 4.26762 0.55673 0.89692 0.199
H 2.29277 9.19029 2.32121 0.179
C 4.29162 -0.34640 0.29429 -0.607
H 0.67420 3.92162 -0.41089 0.202
O -3.63007 -6.80179 -1.30621 -0.493
C 0.72324 7.83228 1.65516 -0.107
H 0.67575 -2.28790 -0.51449 -0.380
H 1.39609 0.37433 1.87865 -0.396
H -0.36150 7.76673 1.74533 0.196
C 3.04343 -0.49389 -0.58050 -0.983
O -0.78996 7.40819 -1.21517 -0.616
O -0.13785 5.31393 -1.71006 -0.490
C -1.46523 4.23130 -0.17862 -0.101
H -1.41766 3.71797 0.77615 0.224
N -1.17740 0.65892 -0.53240 0.333
H 2.91919 0.39689 -1.19818 0.212
H -0.53068 -1.16863 1.32592 -0.394
H 2.56400 -6.61442 -1.45141 0.175
H 4.43475 -1.18841 0.96496 0.202
H 1.82978 -2.08709 1.65071 -0.331
C -3.34780 -6.05256 -0.11137 -0.101
H 0.97688 8.06333 0.62508 0.218
```

Output
Relative energy (zero: lowest compared OMol25 entry of this formula, charge and spin) = 45.9 kJ/mol
2S+1 = 1
Total charge = -1
Total energy = -1713.3551 hartree
Frontier orbital gap = 7.13 eV

---

Molecular formula: C3H9ClNO
Method: DFT, wB97M-V/def2-TZVPD

Geometry as XYZ:
```
15
Properties=species:S:1:pos:R:3:nbo_charge:R:1
H 1.61714 -2.11373 -1.24279 0.443
C -1.59310 0.75726 1.53201 -0.257
C 0.11919 0.68540 -0.14159 -0.151
N 1.00165 -1.51358 -0.69594 -0.731
Cl 1.60201 1.11308 0.87060 0.049
O -0.79143 0.05084 0.54522 -0.415
H -0.19182 1.67575 -0.44218 0.269
H -0.88919 1.23123 2.07973 0.199
H 0.18067 -2.10238 -0.34347 0.461
H -2.31575 0.18419 2.10787 0.242
H 1.60457 -1.18934 0.16993 0.451
C 0.59087 -0.15742 -1.39579 -0.248
H 1.39185 0.13147 -2.02604 0.247
H -0.28960 -0.39639 -2.04330 0.232
H -2.03705 1.64363 1.02574 0.207
```

Output
Relative energy (zero: lowest compared OMol25 entry of this formula, charge and spin) = 298.0 kJ/mol
2S+1 = 3
Total charge = +1
Total energy = -709.3526 hartree
Frontier orbital gap (spin up / spin down) = 4.91 / 6.24 eV

---

Molecular formula: C5H9N
Method: DFT, wB97M-V/def2-TZVPD

Geometry as XYZ:
```
15
Properties=species:S:1:pos:R:3:nbo_charge:R:1
C 1.80993 -0.19593 0.58197 -0.051
H -2.36929 -1.00511 -0.68282 0.213
H -1.84608 -1.71917 0.85303 0.229
C 1.91196 0.24225 -0.60279 -0.463
N 0.10096 -0.05235 1.32934 -0.689
H -0.40017 2.09394 -0.21323 0.217
H -0.82470 -1.86685 -0.58245 0.225
H 2.72196 0.40450 -1.28961 0.240
H -1.41088 1.16789 -1.40230 0.215
H 0.23667 0.80801 1.84949 0.364
C -1.50670 -1.20020 -0.04486 -0.659
C -0.70920 1.12015 -0.57726 -0.559
H 2.33764 -0.58143 1.42956 0.224
H 0.73399 0.71765 -0.97981 0.246
C -0.78608 0.06664 0.33175 0.249
```

Output
Relative energy (zero: lowest compared OMol25 entry of this formula, charge and spin) = 386.5 kJ/mol
2S+1 = 1
Total energy = -250.5197 hartree
Frontier orbital gap = 10.01 eV

---

Molecular formula: C6H16ClIN2OPPrS
Method: DFT, wB97M-V/def2-TZVPD

Geometry as XYZ:
```
30
Properties=species:S:1:pos:R:3:nbo_charge:R:1
H -1.08031 -0.64266 -4.55531 0.254
H 1.25318 -2.06195 0.16015 0.277
C 2.30240 -0.28669 -0.25231 0.558
C -0.95119 -1.02034 -3.53269 -0.956
H -1.89358 -1.42384 -3.13639 0.253
N -0.45014 1.05652 4.44584 -0.788
H 1.61228 -1.94569 -1.55964 0.306
H 0.94528 0.80296 -4.43589 0.263
N -0.13947 -1.16125 5.06105 -0.712
I 1.35930 1.74565 -0.12313 0.072
H -0.05536 1.83182 3.91175 0.426
H -2.51458 1.56608 -2.46426 0.244
C 0.08064 -0.18840 4.17630 0.337
H 0.24233 -0.86641 -0.82607 0.204
H 1.54131 1.71160 -3.00017 0.250
H -0.58282 1.31024 5.42650 0.436
S 0.90710 -0.51356 2.70072 -0.243
H -0.16570 -1.79284 -3.51054 0.245
H -0.62102 -1.01718 5.95009 0.438
Cl -3.52584 -0.71399 0.14533 -0.487
C -1.55906 1.73407 -2.98482 -0.947
H -1.12370 2.69786 -2.68792 0.252
O 3.38746 -0.34080 0.25262 -0.404
H 1.85353 -0.04960 -3.16787 0.236
H -1.69351 1.67682 -4.07321 0.256
H 0.26185 -2.07343 4.85147 0.450
P -0.43404 0.37771 -2.50585 0.859
Pr -1.40498 0.17564 1.16672 1.677
C 1.13787 0.75904 -3.35920 -0.946
C 1.31096 -1.34789 -0.68286 -0.808
```

Output
Relative energy (zero: lowest compared OMol25 entry of this formula, charge and spin) = 28.1 kJ/mol
2S+1 = 3
Total charge = +2
Total energy = -2436.8704 hartree
Frontier orbital gap (spin up / spin down) = 5.31 / 6.28 eV

---

Molecular formula: C25H26F4N3RuSe4
Method: DFT, wB97M-V/def2-TZVPD

Geometry as XYZ:
```
63
Properties=species:S:1:pos:R:3:nbo_charge:R:1
H 1.42323 -0.28030 1.21550 0.167
Se 2.60473 1.74350 -2.98530 0.162
H -0.66117 1.16750 0.09890 0.246
H 1.99103 1.10040 3.09190 0.240
H -0.13617 -5.28890 -0.47070 0.194
H -3.10437 -2.79600 -1.76020 0.212
N -0.58687 6.20080 2.68730 -0.423
H 0.71903 1.91100 2.16490 0.228
C -3.13677 -0.15490 1.83060 -0.222
C -0.73507 -0.31740 1.44040 0.094
H -4.52957 -1.74670 -1.74590 0.185
Ru 1.87983 0.39890 -1.34790 0.167
C -0.06017 2.04800 0.30940 -0.014
C 1.55843 4.20300 0.76400 -0.364
H 0.30653 -1.50530 3.78660 0.189
H 1.58343 0.38450 -3.15140 0.046
H -1.66877 -0.00790 3.37150 0.204
H -4.20377 0.83770 -2.04920 0.184
H 2.96233 3.06100 -0.40860 0.232
C -3.23367 0.60400 -2.50080 -0.597
C -2.30277 -0.51180 -0.43330 0.006
H -2.57237 1.46200 -2.33610 0.239
F 1.02453 0.91160 0.52030 -0.158
H 1.89543 -5.59500 -1.87730 0.199
C 0.68123 -0.26440 2.02070 -0.203
C 0.55073 -1.96610 -1.05980 0.210
H -3.96807 -0.01660 2.51210 0.197
C 2.23883 0.41640 0.83650 0.811
H 0.33363 1.11220 3.69790 0.201
C 1.71023 -2.18840 -1.85380 0.275
C 0.96043 -1.48060 2.90820 -0.609
C 0.26743 4.19130 1.28970 -0.190
H -3.38697 0.50200 -3.58070 0.201
H -1.57267 3.05130 1.45460 0.225
C 0.39523 -4.43070 -0.86730 -0.188
C -3.53367 -1.88040 -2.18120 -0.592
H 1.99613 -1.46640 3.26480 0.212
C 2.18193 -3.47810 -2.13980 -0.213
C -0.95977 -0.54000 0.04900 0.080
H -3.66447 -2.03640 -3.25760 0.200
C -2.62127 -0.67580 -1.92200 -0.257
Se 3.95963 0.97490 -0.82540 -0.024
H 2.23173 5.03930 0.92180 0.220
C 1.52733 -4.60140 -1.65080 -0.293
H 0.81073 -2.41390 2.35520 0.219
C 1.96713 3.10740 0.02550 0.027
H -1.70527 -0.86100 -2.49210 0.234
H -0.96857 -3.06020 0.03720 0.216
C -0.56227 3.09490 1.06100 -0.193
C 0.93983 1.03810 2.78910 -0.659
C -3.36717 -0.32370 0.47180 -0.234
H 3.07013 -3.57920 -2.75280 0.231
N 0.08513 -0.69960 -0.80380 -0.760
Se 0.97483 3.87220 -3.36410 -0.745
N 1.18513 2.03280 -0.21150 -0.259
Se 5.58963 -1.15380 -0.44660 -0.760
F 2.44793 -1.18770 -2.38980 -0.256
H -4.39047 -0.30550 0.11100 0.200
F 3.05503 1.10620 1.65980 -0.323
C -0.07607 -3.14190 -0.58120 -0.318
F 2.63693 -0.76860 0.32950 -0.337
C -0.20447 5.30140 2.06170 0.292
C -1.83297 -0.14980 2.30840 -0.257
```

Output
Relative energy (zero: lowest compared OMol25 entry of this formula, charge and spin) = 1452.7 kJ/mol
2S+1 = 6
Total charge = -2
Total energy = -11231.5084 hartree
Frontier orbital gap (spin up / spin down) = 4.13 / 4.51 eV

---

Molecular formula: C23H25BO2
Method: DFT, wB97M-V/def2-TZVPD

Geometry as XYZ:
```
51
Properties=species:S:1:pos:R:3:nbo_charge:R:1
C -0.62651 -5.49927 7.26740 -0.166
C 1.36324 -7.02945 8.50716 -0.180
H -3.71438 -2.98861 4.24549 -0.085
C 1.53481 -2.71702 8.35956 -0.165
H 5.07084 -5.90200 8.13060 0.221
H -4.32273 -3.75154 6.91522 0.212
H 6.35518 -7.29816 9.15554 0.179
H 2.06241 -3.25704 9.13876 0.223
H 0.61288 2.59705 6.65672 0.204
H -1.76498 -4.46911 5.99744 0.216
H -0.64154 -6.57793 7.10228 0.198
C 3.69899 -7.52704 8.72606 0.317
C 1.72337 -1.35139 8.28701 -0.273
H -2.65175 -1.79287 5.60564 -0.091
C 0.17999 -1.27321 6.40120 -0.340
C 0.56142 -4.88082 7.57494 -0.050
C 5.98810 -8.17736 8.59592 -0.258
C 0.06980 -2.65073 6.46002 -0.099
C 0.71682 -3.41983 7.45291 -0.130
H -0.35640 -0.72354 5.61696 0.221
H 0.53157 1.31900 5.40019 0.181
H -0.51667 -3.10557 5.66463 0.201
H 6.06785 -7.97652 7.51173 0.185
H 3.25983 -4.40500 7.42206 0.222
C -5.70277 -6.86016 7.33740 -0.227
H 2.40011 -0.81588 8.95533 0.225
C 4.03742 -6.23435 8.25311 -0.322
C 1.66637 -5.74286 8.01126 -0.016
C -3.21401 -5.55317 7.13726 0.086
H -0.73974 1.41732 6.69476 0.184
C 0.31954 1.56606 6.44758 -0.254
C -4.40120 -4.83401 7.04184 -0.242
C -4.50945 -7.58869 7.40058 -0.201
H 0.33051 -7.34994 8.58597 0.213
C 3.02041 -5.37015 7.88196 -0.192
C -3.27173 -6.93486 7.33007 -0.251
C 1.00265 -0.58860 7.32910 0.330
H -2.35443 -7.50260 7.46485 0.208
H 2.10752 -8.85990 9.32577 0.225
O 4.62327 -8.48387 8.96849 -0.494
H -1.73460 -2.49279 3.87653 -0.098
C -1.90439 -4.78670 7.02668 -0.488
C -5.64414 -5.47276 7.13213 -0.201
H -6.66725 -7.37198 7.36305 0.215
H -6.56164 -4.88566 7.06144 0.214
B -2.76937 -2.23504 4.45764 0.266
H -4.53592 -8.67487 7.48442 0.212
C 2.34773 -7.89466 8.90239 -0.265
H 6.53913 -9.08094 8.87474 0.204
O 1.15195 0.76492 7.32099 -0.502
H -1.96232 -3.85644 7.60650 0.232
```

Output
Relative energy (zero: lowest compared OMol25 entry of this formula, charge and spin) = 0.0 kJ/mol
2S+1 = 1
Total energy = -1066.6327 hartree
Frontier orbital gap = 6.77 eV